Entry from the OMol25 dataset: a single C20H26FN5O3 molecule (wB97M-V/def2-TZVPD).

Last columns: bonded neighbours and bond lengths (Å).
Atoms and positions in Å:
1 F -5.67 0.34 0.96  C18 1.390
2 O -2.19 -2.31 -0.22  C24 1.219
3 O -4.09 -0.20 -1.35  C10 1.421, C11 1.413
4 O -2.72 4.57 1.25  C28 1.221
5 N 2.73 4.27 -0.43  C13 1.330, C15 1.331
6 N -2.86 6.66 -2.46  N9 1.342, C19 1.346, H42 1.005
7 N -0.73 -0.65 -0.71  C22 1.464, C24 1.378, C26 1.489
8 N -2.56 2.91 -0.29  C21 1.451, C27 1.455, C28 1.352
9 N -3.41 5.80 -1.59  N6 1.342, C20 1.318
10 C -5.03 -1.11 -0.79  O3 1.421, C18 1.499, H50 1.091, H55 1.099
11 C -2.92 -0.80 -1.89  O3 1.413, C24 1.526, H39 1.097, H49 1.085
12 C -1.07 0.34 2.05  C23 1.523, H32 1.091, H37 1.092, H51 1.091
13 C 2.45 4.66 -1.67  N5 1.330, C17 1.385, H53 1.085
14 C 0.49 4.88 0.19  C15 1.386, C16 1.393, H54 1.083
15 C 1.76 4.39 0.47  N5 1.331, C14 1.386, H52 1.085
16 C 0.20 5.26 -1.12  C14 1.393, C17 1.392, C25 1.466
17 C 1.21 5.15 -2.06  C13 1.385, C16 1.392, H40 1.083
18 C -6.14 -0.31 -0.19  F1 1.390, C10 1.499, H31 1.090, H47 1.091
19 C -1.51 6.64 -2.44  N6 1.346, C25 1.377, H48 1.077
20 C -2.39 5.22 -1.00  N9 1.318, C25 1.417, C28 1.504
21 C -2.24 2.42 -1.61  N8 1.451, C29 1.534, H33 1.089, H34 1.088
22 C 0.31 -1.49 -0.10  N7 1.464, H35 1.089, H41 1.090, H44 1.087
23 C -1.14 1.33 0.89  C12 1.523, C26 1.548, C27 1.525, H30 1.097
24 C -1.94 -1.29 -0.83  O2 1.219, N7 1.378, C11 1.526
25 C -1.15 5.71 -1.49  C16 1.466, C19 1.377, C20 1.417
26 C -0.53 0.80 -0.44  N7 1.489, C23 1.548, C29 1.545, H36 1.091
27 C -2.55 1.86 0.73  N8 1.455, C23 1.525, H45 1.091, H46 1.087
28 C -2.58 4.21 0.09  O4 1.221, N8 1.352, C20 1.504
29 C -0.86 1.75 -1.62  C21 1.534, C26 1.545, H38 1.092, H43 1.093
30 H -0.52 2.20 1.14  C23 1.097
31 H -6.49 0.46 -0.87  C18 1.090
32 H -0.04 0.11 2.32  C12 1.091
33 H -3.04 1.74 -1.91  C21 1.089
34 H -2.23 3.25 -2.32  C21 1.088
35 H 1.28 -1.08 -0.37  C22 1.089
36 H 0.55 0.86 -0.32  C26 1.091
37 H -1.59 -0.59 1.82  C12 1.092
38 H -0.69 1.22 -2.56  C29 1.092
39 H -3.18 -1.68 -2.48  C11 1.097
40 H 1.04 5.41 -3.10  C17 1.083
41 H 0.23 -1.56 0.98  C22 1.090
42 H -3.46 7.25 -3.01  N6 1.005
43 H -0.12 2.56 -1.57  C29 1.093
44 H 0.22 -2.50 -0.50  C22 1.087
45 H -3.26 1.08 0.44  C27 1.091
46 H -2.88 2.31 1.66  C27 1.087
47 H -6.96 -0.96 0.11  C18 1.091
48 H -0.92 7.29 -3.06  C19 1.077
49 H -2.47 -0.06 -2.54  C11 1.085
50 H -4.57 -1.75 -0.04  C10 1.091
51 H -1.54 0.79 2.93  C12 1.091
52 H 2.01 4.08 1.48  C15 1.085
53 H 3.25 4.56 -2.39  C13 1.085
54 H -0.25 4.96 0.97  C14 1.083
55 H -5.44 -1.76 -1.58  C10 1.099

relative energy (zero: lowest compared OMol25 entry of this formula, charge and spin) = 21.2 kcal per mole
SMILES = C[C@@H]1CN(C(=O)c2n[nH]cc2-c2ccncc2)CC[C@@H]1N(C)C(=O)COCCF
highest occupied orbital energy = -9.1 eV
molecular weight = 403.46 g mol⁻¹

Formally, the Mulliken partial charges of the atoms, in units of the elementary charge, are as follows: -0.280 -0.644 -0.320 -0.664 -0.663 0.099 0.252 0.179 -0.856 -0.358 -1.064 -2.124 -0.471 0.121 -0.396 0.754 -0.382 -0.451 -1.011 0.210 -0.630 -0.986 1.555 0.896 0.881 -0.819 -1.165 -0.113 -0.789 0.073 0.245 0.399 0.098 0.493 0.353 0.612 0.322 0.492 0.586 0.413 0.311 0.151 0.097 0.380 -0.217 0.721 0.357 0.508 0.332 0.292 0.527 0.419 0.378 0.532 0.365